1.
Entry from the OMol25 dataset: a single C4H8O2 molecule in a non-equilibrium geometry (ωB97M-V with the def2-TZVPD basis set).

E in Eh: -307.498457
E_HOMO in eV: -8.5
F_max in eV Å⁻¹: 1.21
LUMO energy in eV: 0.31

Geometry as ORCA input:
```
! wB97M-V def2-TZVPD RIJCOSX def2/J DEFGRID3
* xyz 0 1
C -2.39196 0.32463 -0.07471
O -1.33021 -0.54660 -0.27721
C -0.19509 -0.21268 0.44145
C 0.87006 -1.26771 0.36364
C 2.38407 -0.07708 -0.34890
O 2.05922 -0.75040 0.85067
H -2.72594 0.33772 0.97502
H -2.19256 1.37647 -0.34668
H -3.24353 0.01399 -0.68347
H -0.40639 -0.17943 1.52963
H 0.06933 0.83044 0.19244
H 1.67565 -0.54053 -1.09746
H 2.12007 0.98025 -0.27479
H 3.40221 -0.33187 -0.64538
*
```



2.
Entry from the OMol25 dataset: a 3-piece molecular cluster, C4H9N2 overall in a non-equilibrium geometry (ωB97M-V with the def2-TZVPD basis set).

E in Eh: -266.931179
E_HOMO in eV: -14.5
F_max in eV Å⁻¹: 3.47
LUMO energy in eV: -4.00

Geometry as ORCA input:
```
! wB97M-V def2-TZVPD RIJCOSX def2/J DEFGRID3
* xyz 1 1
C 2.28039 1.47135 2.11832
C 3.08560 1.19750 1.26893
C -1.89314 -2.08717 -0.18729
C -0.45636 0.75430 -1.23853
N -1.08063 -1.50498 -0.94241
N -0.04205 1.06298 -0.08472
H 1.56135 1.96576 2.74563
H 3.82347 0.78581 0.62794
H -2.02378 -3.19069 0.13948
H -2.44461 -1.41255 0.51939
H -1.48511 0.91411 -1.59278
H 0.25175 0.38970 -2.04101
H 0.86560 1.05711 0.30377
H -0.58858 -2.21993 -1.54077
H -0.77836 1.27567 0.58514
*
```



3.
Entry from the OMol25 dataset: an isolated ion of composition C6H12NO and charge +1 in a non-equilibrium geometry (ωB97M-V with the def2-TZVPD basis set).

E in Eh: -365.434254
E_HOMO in eV: -12.7
F_max in eV Å⁻¹: 5.07
LUMO energy in eV: -3.34

Geometry as ORCA input:
```
! wB97M-V def2-TZVPD RIJCOSX def2/J DEFGRID3
* xyz 1 1
C 0.19879 -1.48024 -0.58760
C -0.90356 -0.78937 -0.69574
C 1.56524 -1.14043 -0.01475
C 1.64025 0.33912 0.20275
C 0.22885 0.97293 0.06909
C -2.42635 -0.60865 -0.70783
N -0.34262 1.33133 1.45592
O 0.10165 2.11884 -0.69000
H 0.11275 -2.49354 -1.03388
H 1.66734 -1.69295 0.90311
H 2.32962 -1.56947 -0.75685
H 2.04726 0.49552 1.23234
H 2.20928 1.11392 -0.46159
H -2.72303 -1.21193 0.16219
H -2.88373 -0.93218 -1.62481
H -2.64150 0.47137 -0.64064
H -1.31976 1.64534 1.24011
H 0.20303 2.00056 1.89816
H -0.47182 0.50345 1.99545
H 0.95739 2.37809 -1.11297
*
```



4.
Entry from the OMol25 dataset: C28H58GeN4O4Ti as an isolated structure in a non-equilibrium geometry (ωB97M-V with the def2-TZVPD basis set).

E in Eh: -4547.571881
E_HOMO (alpha / beta) in eV: -13.7 / -14.6
F_max in eV Å⁻¹: 3.42
LUMO energy (alpha / beta) in eV: -5.77 / -7.44

Geometry as ORCA input:
```
! wB97M-V def2-TZVPD RIJCOSX def2/J DEFGRID3
* xyz 2 3
Ti 0.09009 -1.16310 -0.36738
C -1.82859 0.36780 3.37603
C -0.40503 0.53261 2.83516
C -0.42447 1.82370 1.97912
C 0.82482 2.72253 1.83991
C 1.51111 3.01370 3.16950
C 0.39947 4.00814 1.13793
N 1.80559 1.99704 0.94475
C 3.02889 2.66065 0.42240
C 3.03842 2.61321 -1.11731
N 2.69708 1.27755 -1.61015
C 1.55776 1.24909 -2.54563
C 0.53174 0.36330 -1.89641
O 0.24136 -0.82964 -2.21545
O 0.16380 0.69680 -0.68098
C 3.79665 0.41889 -2.11177
C 5.10747 0.60612 -1.35688
C 3.34809 -1.06492 -2.17599
C 3.11618 -1.93063 -0.90729
C 2.34332 -3.17834 -1.35293
C 4.45584 -2.37393 -0.29502
N 2.28980 -1.16565 0.09189
C 2.34831 -1.73466 1.45334
C 1.50480 -0.95802 2.47769
N 0.10701 -0.67961 2.07895
C -0.67260 -1.89470 2.40771
C -0.25000 -3.06004 1.49528
O 0.13192 -4.11267 1.93082
O -0.32372 -2.74937 0.23526
H -2.09580 1.25925 3.93791
H -1.91681 -0.46168 4.06873
H -2.54904 0.24925 2.56654
H 0.23643 0.67187 3.71321
H -1.19030 2.46852 2.41193
H -0.79400 1.55456 0.98646
H 0.81829 3.49532 3.85164
H 2.35274 3.68622 3.03994
H 1.88165 2.11196 3.65005
H -0.30106 4.55992 1.75632
H -0.08785 3.79043 0.19060
H 1.23867 4.67121 0.95330
H 1.24492 1.64136 0.11426
H 2.07833 1.16478 1.46995
H 3.91194 2.16339 0.82430
H 3.06319 3.69780 0.75123
H 4.01836 2.95384 -1.45798
H 2.30902 3.33924 -1.48444
H 1.82742 0.88841 -3.54275
H 1.12342 2.24623 -2.66452
H 3.99956 0.69530 -3.16160
H 5.00018 0.49712 -0.28309
H 5.55097 1.57511 -1.55694
H 5.82260 -0.13098 -1.70622
H 4.11925 -1.57916 -2.75063
H 2.44226 -1.11629 -2.78253
H 2.90887 -3.69392 -2.12609
H 1.36113 -2.91242 -1.76545
H 2.20814 -3.88203 -0.53295
H 5.15200 -2.64791 -1.08242
H 4.32710 -3.25684 0.32508
H 4.92118 -1.59496 0.30201
H 2.74447 -0.24761 0.10897
H 3.37568 -1.73264 1.84499
H 2.02683 -2.77815 1.41211
H 2.02188 -0.02173 2.71690
H 1.50958 -1.54792 3.40801
H -1.73422 -1.73196 2.20888
H -0.53155 -2.20156 3.45260
C -4.69141 -3.89376 -0.08182
C -4.69930 -3.94361 -1.60169
C -4.24431 -2.63839 -2.24343
C -2.74740 -2.37613 -2.06597
Ge -2.45258 -0.96279 -0.65224
C -3.01072 0.91914 -1.21759
C -4.06337 1.48261 -0.27191
C -4.32785 2.97246 -0.50557
C -5.11505 3.23636 -1.78198
H -5.05229 -4.83304 0.32675
H -5.33770 -3.09102 0.26961
H -3.68043 -3.73197 0.29769
H -5.71814 -4.14610 -1.93436
H -4.06235 -4.75943 -1.94883
H -4.83594 -1.81168 -1.83105
H -4.46384 -2.67199 -3.31199
H -2.29585 -1.98669 -2.98298
H -2.21929 -3.29644 -1.80230
H -3.41362 -1.25116 0.54607
H -3.39341 0.84018 -2.23611
H -2.14035 1.58037 -1.25144
H -3.73871 1.34080 0.76438
H -4.99399 0.92963 -0.40279
H -3.37790 3.51106 -0.53822
H -4.89687 3.35705 0.34191
H -4.59404 2.86812 -2.66231
H -5.27703 4.30376 -1.90237
H -6.08681 2.75348 -1.73030
*
```



5.
Entry from the OMol25 dataset: a 4-piece molecular cluster, CH8O5 overall in a non-equilibrium geometry (ωB97M-V with the def2-TZVPD basis set).

SMILES string: O=CO.O.O.O
E in Eh: -419.105998
E_HOMO in eV: -10.5
F_max in eV Å⁻¹: 5.07
LUMO energy in eV: 0.62

Geometry as ORCA input:
```
! wB97M-V def2-TZVPD RIJCOSX def2/J DEFGRID3
* xyz 0 1
O -0.51249 1.33817 -0.68474
C -1.71626 1.40045 -0.35078
O -2.37363 0.32935 0.07562
H -2.14089 2.37589 -0.28833
H -1.79917 -0.42687 0.22819
O -0.89795 -1.69743 1.27362
H 0.04763 -1.39343 1.37906
H -1.09563 -2.40173 1.93078
O 1.74614 -0.01260 1.11038
H 1.79036 0.86807 1.53903
H 1.68609 0.23406 0.14168
O 1.90210 0.03371 -1.89777
H 1.08150 -0.38297 -1.73806
H 2.28220 -0.26469 -2.71868
*
```